1.
The following is a DFT calculation (ωB97M-V with the def2-TZVPD basis set) of a structure of composition C40H36F3N2O6PS3Sc.

Last column: Löwdin charge in e.
Geometry (Å):
Sc  0.117  -0.686  -0.388  0.79
O  3.928  -1.883  0.384  0.10
C  2.962  -1.160  0.305  -0.54
O  1.725  -1.566  0.162  -0.12
C  3.113  0.364  0.458  -0.08
C  2.056  0.902  1.453  -0.24
C  2.456  2.288  1.954  -0.08
C  2.216  3.148  0.691  -0.08
C  1.659  2.114  -0.289  -0.28
O  0.940  1.202  0.579  -0.21
C  2.764  1.199  -0.825  -0.08
C  2.196  0.365  -2.000  -0.56
O  2.926  0.010  -2.898  0.10
O  0.905  0.145  -1.934  -0.12
H  4.130  0.551  0.792  0.15
H  1.752  0.209  2.235  0.14
H  3.486  2.306  2.307  0.12
H  1.798  2.585  2.769  0.12
H  3.125  3.602  0.297  0.12
H  1.481  3.932  0.867  0.11
H  0.999  2.514  -1.047  0.09
H  3.630  1.739  -1.200  0.16
S  -0.345  0.149  4.887  0.16
P  -1.287  -0.989  3.606  0.04
S  -1.469  -0.274  1.718  0.35
C  -0.626  -2.698  3.672  -0.37
C  -0.936  -3.445  4.808  -0.10
C  -0.420  -4.720  4.960  -0.09
C  0.420  -5.251  3.988  -0.09
C  0.743  -4.503  2.868  -0.07
C  0.218  -3.227  2.710  -0.08
C  -3.041  -1.300  4.040  -0.42
C  -3.763  -2.195  3.253  -0.12
C  -5.102  -2.423  3.520  -0.09
C  -5.723  -1.757  4.572  -0.10
C  -5.003  -0.868  5.354  -0.09
C  -3.658  -0.638  5.089  -0.10
H  -1.576  -3.016  5.570  0.11
H  -0.669  -5.299  5.841  0.10
H  0.827  -6.247  4.112  0.10
H  1.410  -4.900  2.114  0.11
H  0.472  -2.648  1.835  0.06
H  -3.265  -2.698  2.432  0.10
H  -5.666  -3.116  2.908  0.10
H  -6.771  -1.935  4.778  0.10
H  -5.489  -0.348  6.171  0.10
H  -3.075  0.050  5.690  0.07
C  -5.345  1.017  1.909  -0.08
C  -5.542  0.952  0.394  -0.21
C  -4.235  0.675  -0.349  -0.19
N  -3.326  1.816  -0.255  0.04
C  -2.544  2.335  -1.196  -0.86
S  -1.448  3.541  -0.858  0.68
N  -2.692  1.866  -2.506  0.12
C  -3.823  1.735  -3.282  -0.43
O  -3.769  1.179  -4.361  0.08
C  -5.095  2.333  -2.773  -0.16
C  -6.293  1.709  -3.109  -0.02
C  -7.503  2.272  -2.741  -0.07
C  -7.524  3.480  -2.056  -0.09
C  -6.333  4.115  -1.738  -0.08
C  -5.118  3.545  -2.089  -0.03
H  -6.301  1.117  2.424  0.07
H  -4.724  1.867  2.201  0.07
H  -4.849  0.112  2.263  0.05
H  -5.977  1.884  0.020  0.09
H  -6.239  0.146  0.153  0.11
H  -4.431  0.459  -1.395  0.09
H  -3.747  -0.199  0.088  0.07
H  -3.100  2.117  0.683  0.10
H  -1.823  1.689  -2.992  0.15
H  -6.260  0.784  -3.668  0.10
H  -8.429  1.776  -3.001  0.10
H  -8.470  3.931  -1.785  0.10
H  -6.347  5.065  -1.218  0.11
H  -4.197  4.064  -1.856  0.10
F  -8.775  -3.935  -2.151  0.13
C  -8.259  -2.835  -2.736  -0.57
F  -8.537  -2.922  -4.054  0.13
F  -8.978  -1.785  -2.267  0.12
C  -6.797  -2.679  -2.470  -0.14
C  -6.260  -3.161  -1.283  -0.01
C  -4.918  -2.974  -1.014  -0.01
C  -4.095  -2.312  -1.932  -0.26
C  -4.646  -1.844  -3.131  -0.02
C  -5.992  -2.020  -3.391  -0.02
C  -2.732  -2.046  -1.606  -0.16
C  -1.608  -1.740  -1.245  -0.09
H  -6.895  -3.678  -0.575  0.12
H  -4.489  -3.323  -0.083  0.11
H  -4.008  -1.337  -3.844  0.11
H  -6.424  -1.653  -4.314  0.12

Results
* LUMO level: 2.09 eV
* orbital gap: 0.2836 Ha
* ΔE to the lowest compared entry with this formula, charge and spin: 52.88 kJ/mol
* total charge: -1

=====

2.
The following is a DFT calculation (ωB97M-V with the def2-TZVPD basis set) of a structure of composition C40H37FN2PPd.

Last column: Löwdin charge in e.
Geometry (Å):
Pd  1.570  0.093  -0.490  0.61
C  -2.775  3.115  2.964  -0.09
C  -1.249  3.101  2.879  -0.20
C  -0.609  1.921  3.579  -0.16
C  -0.539  1.955  4.970  -0.06
C  0.111  0.964  5.688  -0.09
C  0.731  -0.066  5.000  -0.06
C  0.690  -0.138  3.612  -0.17
C  1.415  -1.256  2.904  -0.22
C  0.655  -2.578  2.961  -0.09
C  -0.026  0.833  2.907  -0.16
N  -0.007  0.784  1.498  0.11
C  -1.075  0.858  0.821  -0.08
C  -1.028  0.920  -0.676  -0.37
C  -2.343  1.397  -1.396  -0.17
C  -1.356  2.202  -3.605  -0.10
C  -0.105  1.651  -3.573  -0.26
N  0.636  1.352  -2.495  0.00
H  -3.183  4.011  2.492  0.07
H  -3.113  3.093  4.002  0.07
H  -3.207  2.248  2.462  0.06
H  -0.861  4.009  3.348  0.11
H  -0.940  3.151  1.834  0.09
H  -0.984  2.797  5.490  0.11
H  0.163  1.013  6.769  0.09
H  1.283  -0.828  5.540  0.11
H  2.396  -1.382  3.373  0.11
H  1.589  -0.984  1.859  0.05
H  0.511  -2.905  3.993  0.07
H  1.187  -3.362  2.419  0.07
H  -0.326  -2.468  2.503  0.04
H  -2.062  0.848  1.306  0.13
H  -3.161  1.615  -0.697  0.14
H  -1.820  2.433  -4.555  0.06
H  0.369  1.422  -4.529  0.09
C  -4.155  -4.669  -0.792  -0.11
C  -3.496  -4.488  -2.001  -0.09
C  -2.347  -3.710  -2.064  -0.09
C  -1.829  -3.105  -0.920  -0.36
C  -2.506  -3.291  0.284  -0.11
C  -3.658  -4.064  0.352  -0.10
P  -0.369  -1.945  -0.923  1.08
C  0.479  -2.560  -2.432  -0.39
C  0.837  -1.726  -3.487  -0.08
C  1.575  -2.227  -4.552  -0.08
C  1.972  -3.556  -4.576  -0.11
C  1.632  -4.390  -3.519  -0.10
C  0.896  -3.892  -2.454  -0.12
C  -1.298  -0.440  -1.342  -0.30
C  -2.397  -0.011  -1.971  0.02
C  -2.058  2.596  -2.315  -0.28
C  -1.169  3.585  -1.568  -0.05
C  -0.038  3.135  -1.008  -0.05
C  0.190  1.663  -1.203  -0.37
H  -5.053  -5.272  -0.745  0.09
H  -3.882  -4.947  -2.903  0.10
H  -1.849  -3.572  -3.015  0.10
H  -2.135  -2.812  1.180  0.08
H  -4.165  -4.193  1.301  0.10
H  0.567  -0.679  -3.444  0.06
H  1.847  -1.564  -5.364  0.10
H  2.551  -3.940  -5.408  0.09
H  1.942  -5.428  -3.520  0.09
H  0.637  -4.552  -1.633  0.10
H  -3.092  -0.500  -2.643  0.11
H  -3.006  3.079  -2.566  0.12
H  -1.400  4.646  -1.617  0.09
H  0.699  3.799  -0.566  0.09
F  3.490  4.934  1.353  0.02
C  3.577  3.667  0.853  -0.30
C  3.529  2.599  1.722  -0.03
C  3.609  1.316  1.199  -0.07
C  3.719  1.081  -0.189  -0.39
C  3.666  -0.270  -0.720  -0.15
C  3.785  2.217  -1.027  -0.06
C  3.710  3.497  -0.514  -0.03
H  3.418  2.769  2.785  0.11
H  3.570  0.464  1.869  0.09
H  3.950  -1.071  -0.041  0.04
H  3.963  -0.422  -1.752  0.04
H  3.832  2.068  -2.098  0.11
H  3.724  4.364  -1.163  0.11

Results
* LUMO level (spin up / spin down): 2.66 / 2.66 eV
* orbital gap (spin up / spin down): 0.2019 / 0.2116 Ha
* multiplicity: 3
* ΔE to the lowest compared entry with this formula, charge and spin: 323.53 kJ/mol
* total charge: -1

=====

3.
The following is a DFT calculation (ωB97M-V with the def2-TZVPD basis set) of a cluster of 5 separate species, C40H37N6O14S in total.

Last column: Löwdin charge in e.
Geometry (Å):
C  4.418  -1.889  3.487  -0.11
C  3.829  -2.310  1.996  -0.25
O  4.053  -1.202  1.048  -0.23
C  3.425  -1.484  -0.262  -0.16
C  2.539  -0.197  -0.767  -0.16
O  1.085  -0.341  -0.586  -0.16
C  0.652  0.141  0.748  -0.03
C  0.070  -0.910  1.910  -0.02
N  0.047  -2.384  1.481  0.03
C  -1.180  -2.731  0.971  -0.24
C  -1.812  -2.151  -0.459  -0.05
C  -2.136  -3.838  1.767  -0.06
C  -0.408  -0.398  3.428  0.03
C  -0.934  -1.439  4.586  -0.42
O  -0.669  -2.767  4.442  -0.17
O  -1.680  -1.072  5.809  -0.29
C  -0.272  1.247  3.691  -0.37
S  -0.702  2.068  5.354  0.66
C  0.280  2.253  2.518  -0.04
C  0.750  1.753  1.030  0.04
C  1.273  3.013  0.123  -0.23
O  1.717  2.962  -1.136  -0.04
N  1.157  4.162  1.114  0.08
C  0.518  3.874  2.468  -0.25
O  0.197  4.802  3.375  -0.05
H  5.553  -2.181  3.637  0.07
H  4.349  -0.712  3.619  0.09
H  3.805  -2.404  4.355  0.08
H  2.656  -2.484  2.072  0.12
H  4.393  -3.298  1.673  0.12
H  2.818  -2.484  -0.303  0.14
H  4.331  -1.582  -1.034  0.12
H  2.726  -0.105  -1.942  0.14
H  3.003  0.769  -0.295  0.13
H  -1.424  -1.080  -0.734  0.08
H  -2.987  -2.102  -0.283  0.08
H  -1.647  -2.953  -1.310  0.08
H  -2.764  -4.412  0.931  0.08
H  -2.928  -3.231  2.396  0.08
H  -1.522  -4.614  2.393  0.09
H  -1.949  1.624  5.823  -0.12
H  2.084  4.641  1.120  0.10
C  2.720  9.301  -2.923  -0.08
C  1.952  8.166  -2.655  -0.06
C  2.456  7.159  -1.830  0.02
C  3.734  7.301  -1.272  -0.14
C  4.510  8.435  -1.545  0.00
C  3.997  9.435  -2.374  -0.07
N  4.260  6.258  -0.383  -0.30
O  3.551  5.261  -0.181  0.04
O  5.380  6.435  0.117  0.07
H  2.321  10.086  -3.562  0.11
H  0.959  8.068  -3.087  0.11
H  1.846  6.281  -1.631  0.12
H  5.506  8.556  -1.123  0.12
H  4.590  10.320  -2.590  0.11
C  -7.210  -2.988  5.506  -0.07
C  -5.969  -2.878  4.878  -0.04
C  -5.871  -3.014  3.492  0.02
C  -7.030  -3.256  2.741  -0.14
C  -8.276  -3.374  3.370  -0.01
C  -8.361  -3.239  4.757  -0.08
N  -6.938  -3.374  1.280  -0.32
O  -5.814  -3.283  0.763  0.05
O  -7.988  -3.555  0.648  0.04
H  -7.282  -2.876  6.587  0.11
H  -5.076  -2.684  5.469  0.12
H  -4.896  -2.926  3.017  0.10
H  -9.183  -3.567  2.799  0.11
H  -9.324  -3.326  5.254  0.10
C  -7.831  -4.502  -4.075  -0.08
C  -7.140  -3.638  -3.224  -0.06
C  -5.744  -3.653  -3.194  0.01
C  -5.047  -4.539  -4.028  -0.14
C  -5.739  -5.413  -4.877  -0.01
C  -7.134  -5.391  -4.896  -0.08
N  -3.579  -4.542  -4.019  -0.32
O  -3.005  -3.767  -3.240  0.05
O  -2.999  -5.316  -4.794  0.06
H  -8.919  -4.483  -4.099  0.11
H  -7.690  -2.950  -2.586  0.11
H  -5.220  -2.973  -2.526  0.12
H  -5.210  -6.109  -5.525  0.12
H  -7.680  -6.063  -5.554  0.10
C  7.499  3.308  -2.193  -0.07
C  6.146  2.969  -2.240  -0.05
C  5.756  1.705  -2.685  0.01
C  6.735  0.781  -3.079  -0.14
C  8.094  1.121  -3.040  -0.01
C  8.471  2.390  -2.595  -0.07
N  6.333  -0.558  -3.524  -0.32
O  5.120  -0.814  -3.563  0.05
O  7.229  -1.358  -3.832  0.06
H  7.799  4.293  -1.839  0.11
H  5.395  3.690  -1.926  0.10
H  4.698  1.456  -2.716  0.11
H  8.863  0.416  -3.347  0.12
H  9.524  2.662  -2.558  0.10

Results
* LUMO level: 0.39 eV
* orbital gap: 0.1925 Ha
* total charge: -1

=====

Sequential max |F| output: 1.5 0.6 8.5 eV/A